(1)
Below is an isolated molecule of C23H27NO, with properties calculated with ωB97M-V/def2-TZVPD.

Geometry as XYZ:
```
52
Properties=species:S:1:pos:R:3:mulliken_charge:R:1
O -0.6813 1.2242 0.4913 -0.648
N -4.0863 -0.3642 0.2841 0.647
C 5.4020 -0.2536 -0.2614 0.407
C -5.5223 1.7639 -1.0687 -0.839
C -2.2700 -1.4452 1.6183 -0.752
C -1.2051 -0.8194 -0.6070 -0.209
C 3.1221 -1.3693 -0.7515 -1.411
C 3.9549 -0.3549 -0.3032 0.310
C 2.0476 0.9943 0.2947 -0.413
C -4.0442 0.9943 0.8002 -0.933
C -4.2105 2.0030 -0.3313 -0.597
C -5.5673 0.3137 -1.5349 -0.612
C 4.5056 1.7667 0.6349 -0.895
C 1.7523 -1.1953 -0.6815 -0.558
C 5.7439 0.9924 0.2890 0.203
C 3.4090 0.8291 0.2212 -0.036
C 6.3878 -1.1437 -0.6587 -0.376
C -3.7650 -1.3506 1.3008 -1.124
C -1.4305 -1.9268 0.4350 -0.664
C -0.2619 0.2226 -0.0545 0.776
C 7.0671 1.3490 0.4425 -0.565
C 8.0502 0.4541 0.0428 -0.510
C 1.1987 -0.0222 -0.1621 0.698
C -5.3671 -0.6228 -0.3471 -0.898
C 7.7135 -0.7771 -0.5010 -0.707
H -4.7684 0.1402 -2.2580 0.267
H -3.0765 1.1580 1.2744 0.393
H -3.3741 1.8940 -1.0232 0.231
H -6.2038 -0.4938 0.3659 0.376
H 7.3371 2.3061 0.8649 0.435
H -5.6116 2.4410 -1.9204 0.350
H -6.3616 1.9561 -0.3951 0.330
H -2.1713 -0.3527 -0.8015 -0.280
H 4.4538 2.7135 0.0919 0.273
H -2.1581 -2.1522 2.4441 0.379
H 6.1283 -2.1024 -1.0825 0.421
H -0.8107 -1.2436 -1.5299 0.558
H 1.1139 -1.9905 -1.0326 0.350
H 1.6038 1.8938 0.6958 0.559
H -4.3149 -1.1483 2.2392 0.376
H -4.8361 1.1518 1.5576 0.487
H -0.4660 -2.2858 0.8042 0.493
H 9.0910 0.7195 0.1562 0.381
H -5.3786 -1.6602 -0.6947 0.405
H -1.9387 -2.7642 -0.0483 0.404
H -4.1788 3.0128 0.0809 0.359
H 4.4573 1.9997 1.7014 0.266
H 3.5352 -2.2830 -1.1528 0.397
H -1.8938 -0.4807 1.9583 0.318
H -4.0953 -2.3272 0.9332 0.414
H -6.5218 0.0918 -2.0163 0.374
H 8.4966 -1.4563 -0.8048 0.388
```

- ΔE to the lowest compared entry with this formula, charge and spin: 0.00 kcal per mole
- HOMO level: -0.3059 hartree
- Molar mass: 333.475 u
- HOMO-LUMO gap: 8.41 eV

---

(2)
Below is a structure of composition C23H28As2MnN4OS, with properties calculated with ωB97M-V/def2-TZVPD.

Geometry as XYZ:
```
60
Properties=species:S:1:pos:R:3:mulliken_charge:R:1
As -0.3065 -2.3598 -0.4790 0.599
As -0.9065 0.2767 -2.2285 0.976
Mn 0.3390 -0.0136 -0.0657 0.179
S -2.1315 3.6790 1.0204 -0.231
O 2.2862 2.1103 5.7649 -0.579
N 1.2734 3.3801 4.1918 -0.264
N -2.5304 1.1327 1.7794 -0.397
N -0.6486 1.6295 0.4885 0.637
N 1.3190 -0.1146 1.7080 0.273
C 1.6727 -1.4086 3.6911 -1.015
C -0.0879 -4.1517 0.1979 -1.270
C -1.3452 -2.5620 -2.0832 0.724
C -2.3098 -1.5182 -4.0248 -0.699
C -0.0093 2.7378 -0.0799 -0.732
C -2.5846 -3.8794 -3.6634 -0.695
C -1.8495 -3.7920 -2.4882 -0.584
C -0.1710 5.1262 -0.4396 -0.574
C -2.4778 1.3880 -2.1703 -1.237
C 1.0370 5.0693 -1.1191 -0.765
C 1.2165 2.6937 -0.7314 -0.150
C -0.6789 3.9449 0.0823 1.022
C -1.7482 1.9858 1.1086 0.026
C -1.5846 -1.4200 -2.8424 -0.084
C 1.6070 0.9787 3.8220 0.001
C 0.0443 0.9525 -3.7664 -1.217
C 1.4193 1.0022 2.4570 -0.130
C 1.7599 2.2136 4.6833 0.392
C 1.7345 3.8680 -1.2556 -0.891
C 1.7249 -0.2550 4.4513 -0.406
C 1.5183 -2.0772 -1.1977 -1.074
C 1.4747 -1.2965 2.3299 0.038
C -2.8101 -2.7473 -4.4332 -0.876
H -2.9800 -4.8360 -3.9774 0.420
H -2.3291 0.1466 1.7555 0.111
H -0.6910 6.0665 -0.3152 0.513
H 1.8013 1.7737 -0.8102 0.457
H -2.9890 1.3159 -3.1281 0.512
H 1.3918 1.9350 1.9115 0.482
H 1.7969 -2.3837 4.1402 0.466
H -3.4047 1.4271 2.1807 0.240
H 0.8355 3.4681 3.2945 0.160
H -3.3803 -2.8193 -5.3494 0.423
H 2.6917 3.8587 -1.7584 0.509
H 1.8021 -1.0192 -1.3450 0.408
H -2.1822 2.4223 -1.9941 0.342
H 0.3096 -4.7714 -0.6035 0.462
H -0.6375 1.0168 -4.6124 0.472
H -1.6812 -4.6873 -1.9047 0.415
H 1.4718 -2.1757 1.7032 0.095
H 1.8885 -0.2773 5.5215 0.542
H 1.5955 -2.5441 -2.1775 0.462
H 0.8663 0.2835 -4.0137 0.366
H 2.2498 -2.5172 -0.5219 0.489
H 0.4361 1.9426 -3.5395 0.426
H -2.4940 -0.6431 -4.6366 0.326
H 1.4084 4.2107 4.7459 0.233
H 1.4527 5.9754 -1.5375 0.468
H -3.1435 1.0544 -1.3767 0.366
H -1.0413 -4.5452 0.5424 0.431
H 0.6140 -4.1444 1.0285 0.409
```

- HOMO level (spin up / spin down): -0.5349 / -0.5352 hartree
- Net charge: +2
- Molar mass: 613.353 u
- Spin multiplicity: 2
- HOMO-LUMO gap (spin up / spin down): 8.38 / 8.58 eV
- ⟨S²⟩: 1.017

---

(3)
Below is a structure of composition C23H28AsIrN3Se3Te, with properties calculated with ωB97M-V/def2-TZVPD.

Geometry as XYZ:
```
60
Properties=species:S:1:pos:R:3:mulliken_charge:R:1
Ir -1.0771 0.4382 -1.7818 1.871
Te -4.7934 1.0759 -3.0628 0.067
Se -4.0367 2.7796 -1.3573 -0.258
Se -3.1466 -0.7310 -2.3236 -0.316
Se -1.7454 2.6590 -1.7238 -0.062
As -1.1921 -0.1232 0.4747 0.300
N 2.1110 -0.6195 -2.6074 0.121
N 0.8899 1.1795 -1.7147 -0.608
N 3.1383 1.4252 -2.2521 0.172
C -3.3869 2.0197 3.3308 -0.724
C 2.0168 0.6773 -2.1724 0.583
C -4.6972 1.8183 2.9176 -0.527
C 0.4406 0.3846 1.3590 0.461
C -2.6092 0.7185 1.4715 0.423
C -1.4182 -2.0102 0.8219 0.734
C 0.7567 1.7378 1.4557 -0.469
C -1.7818 -4.6868 1.4303 -0.505
C 4.4469 0.8459 -1.9609 -1.224
C -2.3382 1.4667 2.6128 -0.149
C -4.9619 1.0594 1.7871 -0.710
C -3.9198 0.5104 1.0567 -0.678
C 1.1192 -1.5842 -2.1990 -1.246
C -1.5971 -4.2986 0.1118 -0.896
C -1.6165 -2.3982 2.1428 -0.445
C 2.5440 -0.1830 2.3714 -0.760
C 2.8445 -0.9535 -3.8256 -1.222
C 1.3319 -0.5763 1.8156 -0.401
C -1.7931 -3.7389 2.4441 -0.741
C 2.8568 1.1639 2.4754 -0.685
C 3.0532 2.8699 -2.1183 -1.139
C 1.9588 2.1262 2.0218 -0.848
C -1.4148 -2.9589 -0.1943 -0.225
H 4.3565 -0.2227 -1.7882 0.397
H 3.5203 -1.7908 -3.6498 0.349
H 0.0571 2.4898 1.0995 0.522
H 3.4206 -0.0964 -4.1613 0.392
H 1.4611 -2.5802 -2.4679 0.412
H 2.9919 3.1848 -1.0713 0.349
H -1.6066 -5.0363 -0.6792 0.429
H 2.1948 3.1782 2.1184 0.504
H -5.5128 2.2510 3.4815 0.404
H -1.9492 -4.0433 3.4702 0.419
H 3.7948 1.4683 2.9204 0.446
H 4.8545 1.3061 -1.0581 0.397
H -1.2955 -2.6636 -1.2268 0.277
H -4.1296 -0.0795 0.1723 0.436
H 2.1924 3.2519 -2.6651 0.410
H -1.6438 -1.6571 2.9340 0.455
H -1.9283 -5.7316 1.6693 0.406
H 3.9506 3.3070 -2.5516 0.349
H 1.0034 -1.5660 -1.1168 0.445
H 5.1411 1.0183 -2.7839 0.343
H 1.0276 2.0542 -1.2257 0.083
H 2.1426 -1.2274 -4.6164 0.410
H 3.2366 -0.9319 2.7316 0.461
H -1.3225 1.6127 2.9582 0.405
H -5.9818 0.8968 1.4653 0.449
H 0.1321 -1.4578 -2.7316 0.331
H 1.0884 -1.6299 1.7477 0.390
H -3.1785 2.6020 4.2183 0.436
```

- HOMO level: -0.3539 hartree
- Net charge: +1
- Molar mass: 978.117 u
- HOMO-LUMO gap: 5.61 eV

---

(4)
Below is a structure of composition C23H28AuN3OPSe, with properties calculated with ωB97M-V/def2-TZVPD.

Geometry as XYZ:
```
58
Properties=species:S:1:pos:R:3:mulliken_charge:R:1
Au 0.2389 0.8581 -0.4032 0.872
Se -1.6807 1.3986 0.9165 -0.500
P 0.0102 -0.6361 1.2408 0.121
O 0.1154 2.3997 -2.0589 0.050
N 1.5815 -1.3123 0.9227 -0.056
N -2.1665 -0.8448 -1.9724 -0.339
N 2.2343 0.1761 -0.7595 -0.306
C 2.5443 -0.8391 0.0629 0.734
C 4.7938 -0.8216 -0.7449 -0.242
C -0.7035 -3.0365 0.0661 -0.456
C -4.4931 0.3095 -1.8581 -1.008
C 0.1102 -1.3553 5.2196 -0.708
C -0.2402 3.7685 -1.7565 -0.287
C -2.3886 -1.9944 1.4475 -0.398
C 0.9516 4.6795 -1.9367 -1.226
C 0.3154 0.6396 -3.7349 -1.062
C 4.4763 0.2708 -1.5512 -1.030
C -1.5873 -4.0632 -0.2334 -0.706
C 0.1064 -0.3763 3.0218 0.887
C -2.8607 -4.0592 0.3101 -0.475
C 3.8360 -1.3797 0.0666 -0.933
C -1.1021 -2.0054 0.9086 0.862
C -3.2049 -0.3584 -1.9448 0.432
C -0.1865 2.0250 -3.4208 -0.265
C 0.6206 0.9782 4.9324 -0.679
C -0.0564 -1.4874 3.8469 -0.665
C 0.4494 -0.1260 5.7608 -0.503
C 0.4487 0.8585 3.5658 -0.420
C 3.1870 0.7341 -1.5257 -0.171
C -3.2590 -3.0269 1.1534 -0.808
H -4.3455 1.3038 -1.4374 0.265
H 5.2146 0.7430 -2.1807 0.431
H -3.5487 -4.8612 0.0778 0.418
H 4.0680 -2.2133 0.7146 0.401
H -0.1129 -0.1015 -3.0571 0.178
H 0.5408 1.7239 2.9230 0.427
H -1.2782 -4.8618 -0.8936 0.419
H 1.7576 4.3948 -1.2600 0.269
H 1.3255 4.6525 -2.9606 0.316
H 0.2883 -3.0392 -0.3657 0.373
H -0.0067 0.3737 -4.7417 0.417
H -2.6999 -1.1728 2.0782 0.427
H -1.2714 2.0812 -3.5444 0.316
H 5.7974 -1.2248 -0.7452 0.429
H 0.8759 1.9393 5.3576 0.419
H 2.8638 1.5736 -2.1258 0.520
H -0.3367 -2.4471 3.4294 0.383
H -1.0722 4.0508 -2.4048 0.335
H -5.1577 -0.2537 -1.2053 0.307
H 0.2801 2.7681 -4.0722 0.313
H -4.9479 0.3910 -2.8435 0.366
H -0.0324 -2.2141 5.8615 0.422
H -0.6037 3.7653 -0.7283 0.316
H 1.4034 0.5879 -3.7104 0.273
H -4.2537 -3.0268 1.5784 0.422
H 0.6685 5.7074 -1.7096 0.413
H 1.9185 -1.9907 1.5941 0.313
H 0.5744 -0.0227 6.8301 0.402
```

- ΔE to the lowest compared entry with this formula, charge and spin: 27.57 kcal per mole
- HOMO level: -0.3834 hartree
- Net charge: +1
- Molar mass: 669.398 u
- HOMO-LUMO gap: 7.38 eV

---

> Number 2 is which compound?

C23H28As2MnN4OS